{"formula": "C21H47FNO3", "method": "ωB97M-V with the def2-TZVPD basis set", "species": ["C", "C", "H", "C", "H", "H", "H", "C", "H", "H", "H", "H", "H", "O", "H", "C", "H", "H", "H", "H", "H", "H", "H", "C", "H", "H", "H", "H", "H", "C", "H", "N", "C", "H", "C", "H", "H", "H", "H", "H", "H", "H", "F", "C", "C", "H", "C", "O", "C", "H", "H", "H", "C", "H", "H", "C", "H", "H", "C", "C", "H", "C", "O", "C", "H", "H", "H", "H", "H", "H", "H", "C", "C"], "xyz": [[0.0691, -0.4947, 7.2423], [1.5927, -1.2758, -6.1882], [-1.2126, 0.6310, -8.1902], [2.5512, -1.7142, 3.5834], [-2.1410, 2.8502, 0.3413], [-4.8529, 3.3210, -4.0314], [5.8359, -1.5306, 3.6001], [5.1624, -2.1945, 3.0136], [-0.4120, -1.8760, -5.6192], [-2.1961, 3.4966, 3.3319], [-0.3642, -2.6017, 4.4812], [-2.2329, 0.7039, 0.9403], [2.1535, -2.3312, 2.7414], [-0.4715, 0.0356, -6.4126], [4.2307, -2.1304, 4.9229], [5.9978, -3.4734, 2.6732], [-0.9815, -2.4435, 6.8384], [0.3621, 0.4985, 2.5721], [-1.3161, 2.8078, -5.5631], [0.9653, 0.0095, 6.8005], [2.1050, -1.9640, -5.5132], [0.2364, -0.3450, -8.3220], [1.5914, -4.5801, 5.0395], [-2.2561, 2.3924, -3.6681], [3.8516, -4.6667, 3.8681], [7.0783, -3.2106, 2.6594], [2.5761, -0.6261, 3.4053], [-3.6030, 3.1448, 1.2779], [-1.9733, -0.3893, 2.2848], [-1.6811, 0.5816, 1.8776], [0.0951, -0.2564, 0.9850], [3.3801, -3.8047, 4.1280], [-0.7109, -0.2478, -7.7813], [-0.7964, 3.8758, -4.2440], [-1.6500, 3.3506, -4.6775], [-0.8009, 0.1420, 6.9729], [1.5620, -1.7400, -7.1755], [-1.5292, 1.6085, -3.4462], [-1.8389, -1.5648, -9.0628], [-3.1436, 4.8932, -3.0596], [-5.2487, 2.7472, -2.4140], [-1.0930, -2.3862, -7.6934], [4.7680, -1.4770, 1.9014], [3.9000, -2.4421, 3.9016], [-2.5335, 3.3582, 1.2247], [-3.1367, 1.8910, -4.0830], [0.2874, -1.9055, 5.0470], [-2.0944, 1.5470, 2.8258], [-4.8895, 3.6095, -2.9794], [0.7732, -2.5324, 7.0814], [2.3479, -1.6582, 5.6971], [5.8937, -4.2759, 3.4365], [0.1986, -0.9679, -5.6699], [-2.5162, -1.3803, -7.4331], [0.0552, -0.8694, 4.7042], [-3.5285, 4.0531, -2.4723], [2.1825, -0.3611, -6.2727], [0.2089, -0.5199, 8.3452], [1.8067, -2.2240, 4.8997], [-0.1829, 0.5815, 1.6275], [0.1461, 1.4989, 1.1367], [2.2197, -3.7325, 4.7158], [-2.5738, 3.0038, -2.4275], [-0.0342, -1.9160, 6.6046], [-5.6132, 4.4206, -2.8822], [0.2772, -0.5867, -4.6497], [5.7248, -3.8194, 1.6550], [-0.7532, 3.0783, 2.4287], [-2.3954, 4.4311, 1.0795], [-3.6347, 4.4115, -1.4465], [-2.3712, 4.1043, -5.0009], [-1.8328, 2.9027, 2.4917], [-1.5904, -1.4654, -8.0054]], "lowdin_charge": [-0.1027, -0.0807, 0.1185, -0.0470, 0.0594, 0.0672, 0.1533, -0.3038, 0.1072, 0.1188, 0.1193, 0.1129, 0.1422, -0.1742, 0.1627, -0.0155, 0.1095, 0.0542, 0.0690, 0.0736, 0.0750, 0.1084, 0.1717, -0.2765, 0.1729, 0.0945, 0.1392, 0.0885, 0.1131, -0.2806, 0.0765, 0.1374, -0.2780, 0.0832, -0.0719, 0.0846, 0.0674, 0.1121, 0.0785, 0.1092, 0.0821, 0.0660, 0.0046, -0.2113, -0.0798, 0.1090, -0.1496, -0.1639, -0.0769, 0.0983, 0.1558, 0.0765, -0.2846, 0.0824, 0.1141, -0.2792, 0.0832, 0.0815, -0.2347, -0.0818, 0.0727, 0.1104, -0.1778, -0.2436, 0.0785, 0.1122, 0.0987, 0.1066, 0.0826, 0.1056, 0.0684, -0.2751, -0.0796], "lumo_energy_ha": -0.16923, "total_charge": 1, "e_homo_ev": -10.90}

{"formula": "C21H47IO12P2S4", "method": "ωB97M-V with the def2-TZVPD basis set", "species": ["H", "C", "C", "O", "H", "O", "C", "P", "H", "H", "O", "C", "O", "I", "O", "H", "H", "H", "H", "H", "S", "H", "H", "C", "H", "H", "C", "C", "C", "C", "H", "C", "H", "C", "H", "H", "H", "H", "S", "C", "H", "O", "H", "H", "H", "H", "H", "H", "H", "H", "H", "H", "S", "C", "H", "H", "H", "C", "S", "C", "C", "H", "H", "H", "O", "H", "H", "H", "O", "O", "H", "H", "P", "H", "O", "C", "H", "H", "H", "H", "C", "H", "O", "C", "C", "C", "O"], "xyz": [[-1.3430, 7.2305, 3.5733], [5.4867, 3.2255, 4.4275], [1.3365, 5.2317, 2.8879], [4.5443, 5.8105, 2.6146], [0.5822, 3.5108, -1.5503], [6.8568, 6.5122, 3.2879], [6.4991, 4.0605, 2.3309], [-2.7220, 3.5093, -1.5961], [-0.4323, -6.3301, 1.9411], [-4.0797, 3.1624, -3.1015], [-0.1946, -3.6909, 1.8152], [0.9064, 2.6465, -2.1201], [1.9474, -4.3304, 0.6625], [-1.0584, -0.7039, 0.2217], [0.3122, 4.6673, 0.5277], [3.0557, 0.6881, -0.9887], [-1.2671, 4.6893, -0.6688], [-6.2632, -7.7372, -2.4330], [-4.5242, -9.4817, -2.3799], [1.7410, 2.9874, -2.7236], [0.5198, -4.4552, 0.8243], [0.7568, 7.2182, 2.2807], [7.4719, 4.3143, 1.9190], [6.5792, 2.9485, 3.3857], [0.3357, 1.6846, -3.8895], [-4.6012, -5.7594, -3.3655], [-5.5127, -7.7494, -3.2212], [-3.6372, 0.9744, -0.6324], [0.7125, 6.5937, 3.1749], [-4.3971, -6.7355, -2.9341], [6.4611, 1.9679, 2.9287], [-4.8537, -9.1289, -3.3592], [-1.2239, 2.1669, 0.2010], [-0.2959, -5.6511, -1.3632], [3.1713, 2.4210, -1.1796], [-4.2055, -6.6357, -1.8673], [-1.7365, 5.8514, 1.6482], [7.5574, 2.9690, 3.8692], [5.8383, 5.5029, 3.1749], [0.1148, -6.1980, 1.0115], [0.3117, -3.5344, -1.3622], [-1.9609, -7.7113, -2.6516], [1.4904, 4.6617, 3.8036], [1.2428, 7.1112, 3.9717], [5.8117, 3.8065, 1.5265], [4.5047, 3.0107, 4.0001], [2.5756, 1.7869, 0.3266], [4.7083, 5.1204, 5.2367], [-4.1610, 1.6000, 0.0717], [-0.7021, 2.9999, -3.4943], [0.6990, -5.9307, -1.7177], [-3.9509, -8.7704, -5.3057], [-2.9100, -7.4016, -3.6936], [5.5964, 4.7110, 4.7614], [5.6076, 2.6084, 5.3158], [2.2632, 5.2889, 2.3218], [-5.5409, -9.8673, -3.7683], [-0.7526, 6.3166, 3.5458], [0.0978, 4.3767, 1.9330], [-0.7207, -6.5810, -0.2198], [2.5755, 1.6269, -0.7425], [-2.9128, -9.7251, -4.2122], [-0.5840, -7.6283, -0.4742], [-2.0466, 4.6540, 2.9276], [-3.8931, 3.9156, -0.8151], [-0.4787, 0.2257, -2.2769], [-1.8288, 0.8190, -3.1746], [-0.9751, -5.7066, -2.2002], [-3.1416, 3.4269, -3.1486], [1.2548, 1.6036, -1.2406], [1.0519, -6.7495, 1.0510], [-1.2633, -3.8602, -0.5944], [-1.8940, 1.5342, -0.8534], [-0.7985, 5.8666, 4.5391], [-1.6284, 4.6604, -1.5780], [-3.6472, -8.9257, -4.2712], [-1.7812, -6.4338, -0.0036], [6.4764, 4.9197, 5.3682], [-4.1149, 0.9559, -1.6004], [-3.6421, -0.0313, -0.2669], [-0.2593, -4.2441, -0.7696], [-6.0144, -7.4903, -4.1551], [-0.0203, 3.0146, 2.3856], [-1.0706, 1.0979, -2.4562], [-0.1698, 2.1670, -3.0620], [-1.3110, 5.3342, 2.5070], [-2.5320, -6.5877, -4.8189]], "lowdin_charge": [0.1152, -0.2172, -0.2294, -0.3289, 0.0848, -0.3164, -0.2147, 0.3198, 0.0986, 0.0835, -0.3821, -0.2490, -0.3269, 0.4973, -0.3320, 0.0884, 0.0240, 0.1140, 0.1192, 0.1224, 0.6267, 0.1233, 0.1027, -0.2098, 0.1161, 0.1038, -0.2115, -0.3174, -0.2077, -0.2134, 0.1157, -0.2197, -0.0267, -0.2243, 0.0816, 0.1026, 0.1066, 0.1169, 0.6669, -0.2169, 0.0945, -0.3215, 0.1117, 0.1179, 0.1022, 0.1166, 0.0814, 0.1047, 0.0423, 0.0902, 0.1260, 0.1082, 0.6699, -0.2294, 0.1164, 0.0818, 0.1149, -0.2059, 0.6741, -0.2261, -0.0832, 0.1081, 0.1027, 0.1081, -0.3281, -0.0008, 0.0923, 0.0794, -0.1599, -0.2369, 0.1011, 0.0716, 0.5275, 0.1171, -0.1585, -0.2281, 0.1119, 0.1078, 0.0452, -0.0456, -0.2687, 0.1168, -0.3182, -0.3785, -0.2161, -0.2078, -0.3148], "lumo_energy_ha": 0.01475, "smiles": "COCCC[PH](C)(I)P(=O)(O)O.O=S1(=O)CCCC1.O=S1(=O)CCCC1.O=S1(=O)CCCC1.O=S1(=O)CCCC1", "e_above_lowest_kcal_mol": 13.2, "e_homo_ev": -7.81}

{"formula": "C21H47O17P2", "method": "ωB97M-V with the def2-TZVPD basis set", "species": ["H", "H", "C", "C", "H", "C", "H", "H", "C", "C", "H", "H", "O", "H", "H", "H", "O", "C", "H", "H", "C", "H", "O", "H", "H", "C", "H", "O", "H", "C", "H", "H", "O", "O", "H", "C", "H", "P", "C", "C", "O", "O", "O", "H", "H", "H", "C", "H", "H", "H", "C", "H", "O", "H", "C", "H", "H", "H", "O", "O", "O", "O", "C", "H", "C", "H", "O", "O", "H", "H", "H", "H", "H", "H", "H", "H", "C", "H", "H", "P", "H", "C", "H", "H", "C", "C", "O"], "xyz": [[0.3978, 2.0556, 0.3731], [-5.3240, 0.7450, 4.1044], [2.9169, -4.0856, 0.2203], [0.3506, -6.7551, -5.1604], [3.1899, -3.8111, -0.8009], [5.9746, 2.1351, -2.0977], [1.0878, 1.6124, 3.6169], [6.0163, 2.9528, -1.3738], [0.6428, -2.2016, -3.0756], [1.3966, -3.9705, 0.2188], [-2.1787, -0.9495, 6.2179], [0.1128, 3.6735, -0.3589], [1.1633, -3.4419, -2.6062], [0.3955, -7.7620, -4.7486], [2.4497, -0.9437, -2.7244], [-5.1581, 4.3099, -3.0234], [0.0905, -0.6288, 1.8317], [0.2015, 2.6044, -0.5510], [-0.1793, -0.5015, 2.7574], [-4.2121, 4.3863, -0.0529], [0.8345, 3.8042, 3.7683], [1.0539, 2.4076, -1.1988], [3.5437, 2.1077, -0.9352], [-1.4882, -6.1642, -4.1265], [2.8879, -0.8969, 1.2467], [-0.9852, 0.9334, 4.7836], [-6.2438, 4.6837, -1.6673], [-0.3808, -0.0486, 4.4867], [-0.5542, -4.8938, -4.7154], [7.4147, 1.8475, -2.4766], [1.8713, 4.1503, 3.8130], [8.0485, 1.4308, -1.6919], [-2.0602, -1.3865, 1.7435], [-0.9075, -1.4309, -0.0853], [-0.1055, -6.7421, -6.1510], [-2.7523, -0.3461, 5.5144], [-0.3882, -2.0206, -2.7553], [0.0928, -4.5207, -2.0294], [-4.1330, 1.1183, 2.2723], [-1.1224, 2.0697, -1.0859], [-0.5536, 2.1955, 4.7751], [0.8370, -4.9445, -0.6649], [-2.1111, 2.3601, -0.1062], [-6.2969, 0.9046, 2.6930], [7.5149, 1.1573, -3.3172], [3.1931, -5.1296, 0.3789], [-4.1839, 4.0945, -1.1042], [5.4663, 2.5858, -2.9527], [-4.9727, 5.8097, -2.1852], [3.4298, -3.4472, 0.9364], [-0.9635, -1.1682, 1.1538], [1.2613, -1.0471, -1.3631], [5.3522, 0.9450, -1.6555], [0.3077, 3.9258, 2.8287], [0.8055, 2.3921, 4.3224], [-3.2031, 1.3125, 2.7982], [-2.9714, -0.8819, 4.5905], [3.0049, 0.9190, 1.3077], [-3.5831, 0.2994, -0.6006], [-4.2979, 2.0251, 1.1532], [4.1132, 0.0731, -0.1376], [-1.2683, -4.0496, -1.8007], [4.2378, 1.1332, -0.9240], [1.4092, 2.3161, 5.2293], [2.9379, 0.0238, 0.6800], [7.9306, 2.7596, -2.7855], [-2.2223, 0.9519, 5.2983], [-4.3584, 2.6982, -1.2250], [-3.7157, -0.1981, 6.0073], [2.0019, 0.1941, 0.1476], [-3.2343, 4.4558, -1.5148], [-5.5482, 2.2701, 3.4713], [0.5730, -2.1758, -4.1675], [1.1009, -2.9779, -0.1272], [0.4331, 4.4512, 4.5538], [1.3535, -6.3547, -5.3077], [-5.3583, 1.2439, 3.1329], [0.9360, -0.0980, -2.7530], [-1.4141, 2.6332, -1.9825], [-3.5781, 1.7060, -0.2188], [-1.0667, 1.0174, -1.3706], [-5.2195, 4.7565, -2.0311], [0.9232, -4.1319, 1.1869], [-4.1554, 0.1371, 1.7952], [1.3977, -1.0420, -2.4445], [-0.4438, -5.8559, -4.2021], [0.2390, -5.7725, -2.9755]], "lowdin_charge": [0.0674, 0.0613, -0.0635, -0.0734, 0.0712, -0.2431, 0.1168, 0.1247, -0.2810, -0.2616, 0.0963, 0.0733, -0.1806, 0.0716, 0.0731, 0.0749, 0.0324, -0.0592, 0.0437, 0.1155, -0.0579, 0.0563, 0.1326, 0.1198, 0.0889, -0.5949, 0.0697, 0.1283, 0.1142, -0.0805, 0.0764, 0.0753, -0.0651, -0.0574, 0.0705, -0.0561, 0.1058, 0.4252, -0.2334, -0.2698, 0.0326, -0.1827, -0.1905, 0.0771, 0.0738, 0.0700, -0.2929, 0.1247, 0.0671, 0.0653, -0.7946, 0.0424, 0.0388, 0.0774, -0.1903, 0.1128, 0.1003, 0.0958, -0.1852, -0.1827, 0.0091, -0.1961, -0.6081, 0.1262, -0.0301, 0.0732, 0.0000, -0.1779, 0.0861, 0.0639, 0.1078, 0.0745, 0.1108, 0.0853, 0.0762, 0.0741, -0.0769, 0.0768, 0.1117, 0.4120, 0.1069, -0.0756, 0.1275, 0.1053, -0.0725, -0.2906, -0.1661], "lumo_energy_ha": 0.09075, "e_above_lowest_kcal_mol": 17.5, "total_charge": -1, "e_homo_ev": -3.89}

Taking the records one at a time from the top gives frontier orbital gap values of 6.29, 8.21, 6.36 eV.